[1]
# C32H84F6N7O13

A 9-piece molecular cluster, C32H84F6N7O13 overall (ωB97M-V/def2-TZVPD, OMol25).

The geometry in XYZ format:
```
142
Properties=species:S:1:pos:R:3:lowdin_charge:R:1
C -2.9601 4.8619 0.3416 -0.04
C -3.3619 4.0074 -0.8143 -0.30
C -2.5236 4.3001 -2.0431 -0.19
O -2.9752 3.4178 -3.0674 -0.19
C -2.5198 3.8703 -4.3412 -0.09
N -3.3271 2.5586 -0.4332 0.24
H -3.5690 1.9466 -1.2226 0.17
H -2.4003 2.2547 -0.1285 0.12
H -4.1228 2.2722 0.1539 0.16
H -2.9101 5.9393 0.1798 0.10
H -1.9821 4.5994 0.7537 0.07
H -3.6871 4.7778 1.1541 0.09
H -4.3841 4.1744 -1.1560 0.17
H -1.4495 4.0928 -1.9347 0.11
H -2.6087 5.3396 -2.3685 0.14
H -2.6345 3.0940 -5.1057 0.09
H -1.4363 4.0073 -4.3611 0.08
H -3.1754 4.6398 -4.7481 0.11
C -0.4810 -4.8403 -2.6581 -0.01
C -1.5007 -3.7039 -2.8129 -0.32
C -0.9670 -2.4072 -3.4262 -0.19
O -0.7582 -2.5847 -4.8250 -0.18
C -0.6612 -1.3401 -5.5059 -0.09
N -2.7817 -4.1211 -3.4519 0.24
H -3.1325 -4.9536 -2.9376 0.16
H -3.4979 -3.4223 -3.2431 0.17
H -2.8981 -4.4112 -4.4253 0.18
H -0.0390 -5.1621 -3.6013 0.09
H -0.9165 -5.6613 -2.0925 0.09
H 0.3456 -4.3888 -2.1069 0.08
H -1.7963 -3.3363 -1.8272 0.14
H -0.0509 -2.1246 -2.9087 0.12
H -1.7919 -1.7075 -3.2470 0.13
H 0.1037 -0.6639 -5.1134 0.08
H -1.6642 -0.9061 -5.4526 0.09
H -0.4121 -1.5804 -6.5380 0.10
C 7.6992 1.4466 -1.2972 -0.02
C 6.6269 0.9492 -2.2528 -0.28
C 5.8698 -0.2633 -1.7558 -0.20
O 4.7863 -0.5677 -2.6116 -0.18
C 3.8257 -1.4480 -2.0490 -0.08
N 5.5843 2.0936 -2.4472 0.23
H 5.5737 2.7019 -1.6312 0.16
H 5.8682 2.6416 -3.2612 0.17
H 4.6659 1.7106 -2.6846 0.15
H 7.3653 1.6096 -0.2722 0.10
H 8.0605 2.4113 -1.6611 0.10
H 8.5530 0.7717 -1.3017 0.11
H 6.9894 0.7567 -3.2608 0.16
H 5.5492 -0.1125 -0.7178 0.14
H 6.6423 -1.0329 -1.6509 0.15
H 4.3097 -2.4059 -1.8065 0.10
H 3.1256 -1.7423 -2.8260 0.10
H 3.4480 -1.1144 -1.0829 0.07
C 1.0203 2.2421 4.3746 -0.02
C -0.4735 2.3360 4.7204 -0.27
C -0.7439 3.2694 5.8769 -0.15
O -0.4834 4.6369 5.4773 -0.22
C -1.0341 5.6528 6.2695 -0.10
N -1.2645 2.8366 3.5120 0.23
H -1.3467 2.1614 2.7548 0.09
H -2.2147 3.1087 3.8095 0.11
H -0.8440 3.7325 3.2711 0.15
H 1.6563 2.2421 5.2557 0.09
H 1.3670 2.9757 3.6472 0.08
H 1.1455 1.2875 3.8596 0.07
H -0.8886 1.3446 4.8818 0.15
H -0.0491 3.1860 6.7118 0.14
H -1.8042 3.2600 6.1398 0.13
H -1.7961 6.2007 5.7052 0.09
H -0.2523 6.3595 6.5507 0.09
H -1.5463 5.2481 7.1473 0.10
C 2.3589 -9.2458 0.6800 -0.03
C 2.2091 -7.7387 0.6881 -0.32
C 0.7889 -7.2838 0.8238 -0.17
O 0.8306 -5.9202 0.4017 -0.21
C -0.2909 -5.1796 0.8737 -0.10
N 3.0650 -7.1731 1.8210 0.24
H 2.8443 -6.1717 1.8191 0.17
H 2.8302 -7.6411 2.6967 0.18
H 4.0707 -7.2298 1.6666 0.17
H 1.6666 -9.7080 1.3908 0.10
H 3.3404 -9.6132 0.9779 0.09
H 2.0357 -9.5958 -0.2988 0.11
H 2.6751 -7.3642 -0.2221 0.16
H 0.4077 -7.2632 1.8548 0.15
H 0.0469 -7.8847 0.2914 0.16
H -1.2303 -5.7377 0.8235 0.07
H -0.5421 -4.2510 0.3607 0.08
H -0.1450 -4.8418 1.9064 0.09
C 1.2034 6.2302 -0.4429 -0.01
C 1.4644 5.3065 -1.6442 -0.29
C 2.3824 5.9418 -2.7069 -0.18
O 3.6578 6.1462 -2.1240 -0.18
C 4.6134 6.4380 -3.1393 -0.09
N 2.1145 4.0681 -1.1224 0.20
H 1.5973 3.6471 -0.3353 0.11
H 2.2270 3.2583 -1.7341 0.15
H 3.0472 4.2701 -0.7540 0.16
H 0.6197 7.0861 -0.7826 0.10
H 2.0792 6.6618 0.0433 0.10
H 0.6361 5.7390 0.3495 0.08
H 0.5025 4.9679 -2.0215 0.13
H 1.9267 6.8431 -3.1182 0.15
H 2.4588 5.2199 -3.5283 0.12
H 4.6652 7.5165 -3.2964 0.11
H 4.4195 6.0037 -4.1255 0.09
H 5.6282 6.1052 -2.9163 0.09
N -4.5077 2.1580 3.2528 -0.60
O -5.4545 1.3816 3.1094 0.03
O -4.1376 2.5182 4.3927 -0.03
O -3.9140 2.6359 2.2373 -0.13
C -0.1032 1.2970 0.3929 -0.50
O -1.0173 0.9196 1.4137 -0.14
O 0.1162 2.6093 0.6311 -0.20
C 1.1137 0.3455 0.1555 -0.53
F 1.6169 0.1382 1.3925 0.13
F 0.9494 -0.8719 -0.3903 0.13
F 2.0665 0.9550 -0.5979 0.09
C -1.6039 -0.3914 1.3772 -0.24
C -2.6692 -0.4729 2.4364 -0.04
H -3.4238 -1.2561 2.4416 0.08
H -2.1487 -0.4566 3.3959 0.09
H -3.3132 0.4110 2.3624 0.05
H -0.8321 -1.1285 1.6269 0.11
H -1.9756 -0.7149 0.3952 0.12
H -0.6849 1.2208 -0.5530 0.13
C -4.2405 -4.2749 0.1816 -0.48
O -3.7567 -3.7915 1.4414 -0.12
O -3.3860 -5.1592 -0.3962 -0.22
C -5.6831 -4.8469 0.2717 -0.57
F -5.7395 -6.1535 0.5752 0.14
F -6.4311 -4.2361 1.2074 0.14
F -6.2661 -4.6896 -0.9315 0.12
C -3.5506 -4.6510 2.5214 -0.28
C -3.1065 -3.8110 3.7094 -0.07
H -2.2058 -3.2528 3.4278 0.05
H -3.8051 -3.0111 3.9599 0.08
H -2.8603 -4.3719 4.6095 0.08
H -2.7483 -5.3621 2.2799 0.09
H -4.3908 -5.3007 2.7861 0.13
H -4.1749 -3.3166 -0.3513 0.12
```

## Properties
Spin multiplicity: 1
Relative energy (zero: lowest compared OMol25 entry of this formula, charge and spin) in kJ/mol: 0.0
Charge: +3
Kohn-Sham gap in eV: 4.67
M in g/mol: 889.048


[2]
# C32H85N7O9

A 7-piece molecular cluster, C32H85N7O9 overall (ωB97M-V/def2-TZVPD, OMol25).

The geometry in XYZ format:
```
133
Properties=species:S:1:pos:R:3:lowdin_charge:R:1
C -1.9638 2.8285 3.9319 -0.04
O -2.0614 3.4073 2.5589 -0.24
C -0.8659 3.5140 1.8394 -0.18
C 0.3036 4.3893 2.5309 -0.39
C -0.2156 5.8308 2.7705 -0.06
N 1.5256 4.4140 1.7249 0.04
H -2.9848 2.7285 4.3003 0.08
H -1.3818 3.4183 4.6401 0.08
H -1.5530 1.8193 3.9041 0.08
H -0.6579 2.4446 1.8029 0.10
H -1.0755 3.8124 0.8122 0.12
H 0.7240 4.1817 3.5149 0.09
H -1.1653 5.7681 3.3016 0.07
H -0.4610 6.4189 1.8862 0.07
H 0.3869 6.4670 3.4188 0.07
H 1.8959 3.4809 1.6138 0.03
H 2.1427 4.8352 2.4045 0.06
C -2.7205 -0.4482 -0.9952 -0.12
O -2.0712 0.1993 -2.0530 -0.16
C -0.8644 0.8390 -1.6468 -0.19
C -0.1932 1.5871 -2.7821 -0.45
C 1.2750 1.8811 -2.5909 -0.08
N -0.8517 2.8495 -3.0689 0.07
H -3.7294 -0.8500 -0.9006 0.09
H -2.6107 0.0993 -0.0591 0.07
H -2.0321 -1.2717 -0.8056 0.07
H -0.8733 1.4625 -0.7528 0.12
H -0.0879 0.0874 -1.5045 0.11
H -0.0473 0.9572 -3.6596 0.13
H 1.6031 2.3226 -1.6499 0.08
H 1.5066 2.5810 -3.3938 0.09
H 1.8552 0.9630 -2.6841 0.07
H -0.2495 3.3928 -2.4670 0.06
H -1.7532 2.7757 -2.6195 0.04
C -2.9634 -4.2650 0.7598 -0.06
O -2.5720 -5.6834 0.5326 -0.24
C -2.0684 -6.2281 1.7484 -0.21
C -1.1428 -7.3982 1.5707 -0.45
C -0.7060 -8.1304 2.9236 -0.04
N 0.0310 -6.9856 0.8885 0.04
H -2.1007 -3.6366 0.5383 0.08
H -3.4579 -3.9613 1.6825 0.09
H -3.6959 -4.0809 -0.0261 0.08
H -1.5777 -5.3760 2.2187 0.13
H -2.9302 -6.6043 2.2997 0.13
H -1.6639 -8.1621 0.9937 0.13
H 0.1601 -8.7741 2.7700 0.07
H -1.4184 -8.7120 3.5087 0.06
H -0.4465 -7.3621 3.6519 0.07
H 0.5011 -7.8503 0.6616 0.08
H -0.3464 -6.5692 0.0493 0.03
C -1.3683 -2.4862 -4.7840 -0.15
O -0.7455 -3.2355 -3.8250 -0.20
C -1.5866 -4.1972 -3.2296 -0.17
C -0.6776 -5.2824 -2.5742 -0.45
C 0.2284 -5.8898 -3.6529 -0.05
N -1.3701 -6.2549 -1.8489 0.04
H -1.7744 -2.9843 -5.6644 0.09
H -0.6950 -1.6786 -5.0712 0.09
H -2.0968 -1.8248 -4.3150 0.08
H -2.1498 -3.5523 -2.5550 0.11
H -2.2520 -4.6353 -3.9736 0.12
H -0.0136 -4.8323 -1.8362 0.14
H -0.3604 -6.4841 -4.3516 0.08
H 0.9986 -6.3988 -3.0734 0.08
H 0.7578 -5.1941 -4.3040 0.07
H -1.9767 -5.8723 -1.1377 0.04
H -1.9416 -6.9190 -2.3514 0.09
C 4.3387 1.9621 -4.7010 -0.10
O 4.9954 1.3054 -3.6102 -0.23
C 5.6889 0.0880 -3.9249 -0.17
C 6.4219 -0.4239 -2.6272 -0.40
C 7.6595 0.4953 -2.1581 -0.05
N 6.7630 -1.8286 -2.7375 0.03
H 4.9998 1.9776 -5.5674 0.08
H 3.9149 2.8980 -4.3369 0.09
H 3.5936 1.2661 -5.0863 0.08
H 4.8759 -0.6312 -4.0241 0.11
H 6.2896 0.2041 -4.8270 0.12
H 5.6863 -0.3000 -1.8324 0.12
H 8.4115 0.5535 -2.9450 0.06
H 8.1353 0.0305 -1.2946 0.06
H 7.4281 1.5191 -1.8641 0.06
H 7.5136 -1.9118 -3.4081 0.07
H 7.1592 -2.1051 -1.8505 0.07
C -4.9842 -0.5134 3.4910 -0.07
O -5.3069 0.9178 3.3880 -0.21
C -4.9475 1.5672 2.2299 -0.27
C -5.6342 2.9600 2.2860 -0.11
N -5.4959 3.7459 0.9783 -0.05
C -4.2785 3.6825 0.2279 -0.25
C -4.3670 4.0737 -1.2362 -0.19
O -4.9591 3.0629 -2.0883 -0.20
C -4.8488 3.2843 -3.4763 -0.13
H -5.4646 -1.1178 4.2604 0.08
H -3.9090 -0.6923 3.4913 0.08
H -5.4278 -1.0291 2.6393 0.07
H -5.2741 0.8821 1.4476 0.12
H -3.8597 1.5963 2.1677 0.09
H -5.1799 3.5624 3.0727 0.11
H -6.6807 2.8567 2.5729 0.11
H -6.2061 3.4826 0.3101 0.10
H -3.7256 2.7435 0.2521 0.11
H -3.7356 4.5097 0.6852 0.12
H -3.3342 4.2145 -1.5550 0.11
H -4.9974 4.9375 -1.4473 0.13
H -5.3025 4.2105 -3.8291 0.08
H -5.2301 2.4075 -3.9995 0.09
H -3.8599 3.4097 -3.9173 0.07
C 2.7162 -1.5995 -0.5118 -0.09
O 3.2701 -0.7967 0.5486 -0.20
C 2.8907 0.5912 0.3225 -0.20
C 3.6837 1.5736 1.2555 -0.19
N 3.2546 1.4253 2.6547 -0.06
C 4.1910 2.0786 3.5258 -0.24
C 3.5206 2.4222 4.7871 -0.20
O 2.4990 3.5016 4.8297 -0.23
C 2.1820 3.8968 6.1944 -0.09
H 1.7182 -1.8738 -0.1701 0.08
H 3.2971 -2.5000 -0.3125 0.09
H 2.7923 -1.1799 -1.5149 0.08
H 1.8084 0.6981 0.3952 0.11
H 3.1161 0.9846 -0.6687 0.09
H 3.6174 2.5898 0.8668 0.10
H 4.7611 1.4274 1.1788 0.11
H 3.0876 0.4519 2.8660 0.12
H 4.5552 3.0357 3.1526 0.13
H 5.0257 1.3873 3.6420 0.13
H 4.2720 2.7628 5.4994 0.11
H 3.0840 1.5035 5.1789 0.12
H 3.1037 4.2324 6.6698 0.08
H 1.7787 3.0415 6.7365 0.09
H 1.5819 4.8065 6.1712 0.08
```

## Properties
Spin multiplicity: 1
Relative energy (zero: lowest compared OMol25 entry of this formula, charge and spin) in kJ/mol: 517.6
Kohn-Sham gap in eV: 8.90
M in g/mol: 712.072


Q: Which value of spin multiplicity does entry 1 give?
A: 1


Q: The lowest Kohn-Sham gap belongs to which entry?
A: C32H84F6N7O13


Q: Among the records above, which one has the highest relative energy (zero: lowest compared OMol25 entry of this formula, charge and spin)?
A: C32H85N7O9